(1)
Density functional theory data (ωB97M-V/def2-TZVPD) for a molecular structure, C46H49N6O4PtSTe.

ORCA input file:
```
! wB97M-V def2-TZVPD RIJCOSX def2/J DEFGRID3
* xyz 3 1
Pt -0.78524 -0.76564 0.10407
Te -3.11072 2.87834 2.93182
S -6.06241 -5.76651 -0.32455
O -1.80775 0.61574 -1.03781
O 0.60662 -0.34591 3.00810
O 3.53967 -2.52289 0.23169
O 1.52642 -0.71326 -1.34421
N 0.25738 1.21118 0.53690
N -3.58240 1.41069 -2.15658
N -2.43669 -2.01200 0.23011
N -7.09603 -3.79414 1.09405
N -2.70506 -0.64223 -2.76893
N 0.40487 -2.28781 0.88884
C -0.14068 5.88370 4.01905
C 0.74144 -2.63894 2.13786
C 1.35234 3.37459 0.24795
C -1.85917 1.37268 2.02398
C 4.83348 1.38578 -1.13998
C 0.63274 5.25803 4.98604
C -4.79913 -3.50703 0.45111
C 2.04275 5.32670 1.46754
C 0.95099 5.56000 -0.66486
C -0.71198 3.27305 4.78011
C 4.47258 -2.81446 -3.25474
C 2.47060 1.27209 -0.50915
C -1.47650 -1.33037 -3.15491
C 3.86015 -0.79429 -1.13072
C 1.44242 -4.82785 1.40924
C 2.51879 -0.14020 -0.96849
C -6.03907 -4.33924 0.47180
C 3.59993 1.99158 -0.70125
C 4.85109 -3.73186 -4.21839
C 3.88457 -2.28600 -0.91035
C -1.18962 5.20195 3.41427
C -3.64283 -1.42194 0.20517
C 0.85178 4.17917 -0.76964
C 1.95086 3.94676 1.36756
C 4.89011 -5.47646 -2.54067
C -2.40771 -3.34625 0.41341
C 4.50035 -4.56918 -1.57589
C 0.35209 3.94975 5.36057
C -3.77046 2.45619 -1.15253
C -3.54700 -4.11037 0.51151
C 0.62428 -1.71238 3.32778
C 1.22622 -3.91794 2.41612
C 1.18610 -4.42770 0.10085
C -4.82573 -2.12211 0.32065
C 0.66938 -3.17751 -0.10755
C -4.17494 1.68599 -3.46896
C -0.76959 2.06022 1.23733
C 1.26044 1.88760 0.09910
C 5.06178 -5.05746 -3.85796
C -1.48046 3.89723 3.79978
C 5.98286 2.26495 -1.38461
C 4.29292 -3.23163 -1.93236
C 1.54603 6.13205 0.45091
C 4.95993 -0.02205 -1.27407
C -2.67484 0.44609 -1.97232
C -3.95802 -1.16485 -3.31723
H -3.21380 3.35700 -1.41826
H -3.47136 -5.18325 0.61949
H -1.20866 2.70877 0.47645
H 5.72615 2.95870 -2.19745
H 0.56405 6.18908 -1.45521
H 5.93232 -0.45387 -1.47708
H -4.79997 -0.76722 -2.75639
H -5.75429 -1.56937 0.26810
H 4.31086 -1.77875 -3.53220
H 1.62161 7.20827 0.52952
H 0.06182 6.91040 3.74154
H -4.82854 2.70717 -1.09548
H 2.32706 3.32100 2.17029
H 5.36911 -5.77250 -4.60965
H -0.90991 -0.74345 -3.88042
H -7.00582 -3.02518 1.73769
H 3.61255 3.05497 -0.50010
H -4.08632 -0.92856 -4.37369
H -3.66058 -0.34779 0.10762
H 1.45539 0.04218 3.23992
H 0.93756 3.46914 6.13374
H -1.46337 0.75583 2.82188
H 2.49681 5.77192 2.34223
H -0.22558 2.71674 1.91597
H -4.21269 2.76569 -3.59864
H -0.95897 2.27163 5.11164
H -1.78814 5.69287 2.65725
H 1.44823 -4.16849 3.44557
H -7.95076 -4.32883 1.13085
H 6.14312 2.91291 -0.51457
H -3.95457 -2.24824 -3.20160
H -2.52042 0.76333 1.41142
H 1.46370 -1.94610 3.98549
H -1.74625 -2.27542 -3.61921
H 4.37568 -4.86894 -0.54342
H -3.55628 1.26575 -4.25781
H 5.07259 -6.50853 -2.27478
H -5.18818 1.29584 -3.55400
H -1.44531 -3.82379 0.46972
H 0.38546 3.72994 -1.63995
H 4.99023 -3.42028 -5.24424
H 0.41181 -2.85517 -1.10609
H -0.84180 -1.53270 -2.29581
H -3.43015 2.11682 -0.18023
H 1.35997 -5.08032 -0.74308
H 1.43849 5.79651 5.46788
H 6.89436 1.73017 -1.63168
H -0.28362 -1.97052 3.88153
H 1.81650 -5.81902 1.62866
*
```

Energy relative to the best compared isomer or geometry (same formula, charge and spin): 0.0000 eV
LUMO: -10.961 eV
Frontier orbital gap: 2.960 eV


(2)
Density functional theory data (ωB97M-V/def2-TZVPD) for a molecular structure, C46H50BHfN3OP.

ORCA input file:
```
! wB97M-V def2-TZVPD RIJCOSX def2/J DEFGRID3
* xyz 1 1
Hf -0.07547 -0.12613 -0.25995
P -0.05426 1.23393 2.34963
O 0.10358 -1.99141 0.70970
N 2.79169 0.16189 -1.39912
N 1.98629 2.14481 -2.11182
N -3.10794 -1.14842 -1.47598
C 0.80969 -1.31166 2.89342
C -0.60961 4.40611 -3.47692
C 0.69620 5.60529 -1.86263
C 3.71833 0.92663 1.38383
C 0.83898 -1.11328 5.62174
C 2.61565 -3.72822 0.14132
C -1.75994 0.75639 1.97628
C 0.49708 0.00706 4.87317
C 3.74824 0.75948 -2.20433
C 0.95007 4.46333 4.57128
C 3.43612 -1.44647 0.35698
C 3.63750 5.60851 -0.93870
C -0.20351 2.71407 3.37150
C 1.12717 -2.44249 3.63331
C -3.69123 1.34121 0.62323
C 1.14892 -2.32971 5.01333
C 2.17035 -2.15473 -1.63371
C 1.48714 4.48485 -1.63047
C 0.98394 3.33578 3.76559
C -2.09138 -0.79537 -1.05488
C -1.45708 4.37627 4.58000
C 2.58915 4.55233 -0.59158
C -1.42670 3.23879 3.77921
C 1.69132 -1.90546 -3.05707
C 0.16527 3.26293 -3.28824
C 5.70470 -0.38573 0.54775
C 2.56304 -2.69209 -4.03656
C -4.43625 0.40831 1.31584
C 4.29534 -0.47048 1.14787
C -0.27416 4.98490 4.97631
C 3.31000 -2.74195 0.84100
C -3.85416 -0.35709 2.33198
C 2.05697 -3.43885 -1.08258
C -0.10522 2.23976 -5.58524
C -2.52515 -0.18329 2.67519
C 2.82584 -1.17176 -0.88311
C 0.49963 -0.08368 3.48602
C 0.70632 -1.18861 1.46593
C 3.26066 1.96400 -2.61010
C -2.34775 1.49806 0.94365
C -0.34726 5.57194 -2.77474
C -0.14706 2.00565 -4.07614
C 2.00287 4.79626 0.79633
C 1.20094 3.32569 -2.35383
C 0.21942 -2.24549 -3.25080
C -1.49543 1.44011 -3.64623
B 1.61796 1.00256 -1.31707
H 3.77299 -2.98163 1.79286
H -4.45151 -1.09054 2.85874
H 0.86104 2.63742 -5.90173
H 4.40153 -0.93606 2.13184
H 4.32542 1.43721 2.13769
H 2.79195 4.78202 1.55497
H 0.01754 -3.31186 -3.12025
H -0.30421 5.86969 5.59918
H 1.87440 4.93821 4.87426
H 3.72974 1.53922 0.47997
H 4.68764 0.28548 -2.44684
H 1.54134 -4.21343 -1.63903
H -0.28155 1.30607 -6.12506
H 1.50183 5.76753 0.85830
H 2.43179 -3.76954 -3.89963
H 2.68643 0.88948 1.74494
H 1.40491 -3.18734 5.62260
H 6.38018 0.12308 1.23993
H -2.31481 2.11952 -3.90074
H 3.62249 -2.46322 -3.90440
H -0.11649 -1.96248 -4.25020
H -0.45664 -1.73751 -2.55546
H 2.52882 -4.72649 0.55443
H 5.69850 0.18723 -0.38302
H 1.94208 2.93965 3.44254
H -0.95259 6.45535 -2.94083
H 0.61672 1.26651 -3.83576
H -2.40912 4.78356 4.89589
H -2.08537 -0.76925 3.47342
H -1.76128 2.25677 0.42095
H -5.47629 0.25436 1.05695
H 1.35550 -3.37710 3.13734
H 6.11798 -1.37461 0.33895
H 3.08581 3.58281 -0.56404
H 0.23635 0.93813 5.36290
H -2.35820 2.77127 3.48172
H 1.81934 -0.84703 -3.27949
H -1.55190 1.30069 -2.56135
H 2.28986 -2.45018 -5.06524
H -1.42381 4.38619 -4.19373
H 3.21410 6.61616 -0.89077
H -4.13040 1.91714 -0.18026
H 0.85805 -1.04161 6.70277
H -1.70375 0.47233 -4.10822
H 4.47234 5.56951 -0.23522
H 4.03640 5.46916 -1.94573
H 1.26755 4.02981 1.05317
H 0.89836 6.51971 -1.31450
H -0.87642 2.94940 -5.89882
H 3.73396 2.70632 -3.23723
*
```

Energy relative to the best compared isomer or geometry (same formula, charge and spin): 0.4044 eV
LUMO: -3.844 eV
Frontier orbital gap: 6.572 eV


(3)
Density functional theory data (ωB97M-V/def2-TZVPD) for a molecular structure, C46H50FIN9O2PRe.

ORCA input file:
```
! wB97M-V def2-TZVPD RIJCOSX def2/J DEFGRID3
* xyz 0 2
Re 0.03165 -1.52588 -0.13589
I -4.70072 2.71574 -5.96352
P 0.72643 1.65439 0.95859
F 1.61655 -0.68722 -6.13307
O -1.86720 -0.97794 -0.80010
O -2.22132 -2.71165 -2.17031
N -0.45106 -3.47875 0.15520
N -1.33075 -1.46395 1.83860
N 2.08623 -2.23340 -0.01248
N -0.73444 2.41548 1.17969
N 0.57382 0.27632 0.26029
N 1.53861 1.51806 2.41720
N -2.67276 -3.31612 1.08228
N 1.64533 -4.61794 -0.15446
N 1.62960 2.78275 0.11040
C -3.61528 -1.70396 2.50106
C -1.72043 4.62997 1.60464
C 1.13003 -2.29392 -2.92835
C 0.41873 -0.02568 -2.78583
C -1.72659 -3.92778 0.48040
C -2.82494 -6.27533 0.21404
C -3.99727 1.28621 -4.61054
C -1.20264 -8.02315 -0.23206
C 2.14655 0.24578 2.81856
C 3.82034 -3.83242 -0.43925
C 1.44345 1.21350 5.04449
C -0.15672 -7.10897 -0.24509
C -0.47732 -5.78037 -0.04502
C -3.49671 -0.67154 3.39927
C 4.35372 -1.52594 -0.41079
C -2.25578 -0.06308 3.55126
C 3.60303 2.82163 -1.37901
C -1.22519 -0.47771 2.73416
C 3.02985 -1.27701 -0.14979
C -3.43906 0.11099 -5.08861
C -2.99467 -0.56727 -2.82287
C 1.28299 -0.87597 -4.83166
C -2.50102 -2.12181 1.76536
C -4.08397 1.53848 -3.24940
C -2.51730 -7.61085 -0.01270
C 0.36924 -4.56902 -0.02048
C 2.47738 -3.51741 -0.17971
C -2.67767 3.13951 -0.15192
C -2.94853 -0.81916 -4.18627
C 4.76419 -2.84834 -0.55768
C 1.04212 3.44000 -1.05781
C -3.00046 4.19108 0.90339
C 1.78644 2.63453 4.58623
C -1.93332 1.96514 0.47489
C 0.75500 0.17887 -4.11665
C -1.00316 3.42090 2.19784
C 1.86631 4.66175 -1.43075
C 3.08723 2.57476 0.03020
C 2.19836 2.62467 3.10716
C 0.61371 -1.25465 -2.14855
C 3.30308 4.25570 -1.81488
C -3.56850 0.60938 -2.36031
C -2.32105 -1.53442 -1.89117
C 2.35490 0.21197 4.34469
C 1.46834 -2.11921 -4.26486
C -1.77921 -5.37424 0.18471
H 0.93174 3.29560 4.74402
H 0.59181 1.13040 -4.60328
H 0.86680 -7.41388 -0.40582
H -3.83521 -5.94531 0.40360
H -3.60751 0.79387 -1.29598
H 3.39384 0.45120 4.58568
H 3.11034 0.11050 2.31231
H -0.02233 0.79204 -2.22963
H -4.53625 -2.25085 2.36684
H 1.50432 -0.57584 2.49677
H -3.37812 -0.07406 -6.15019
H -0.07856 3.73172 2.66913
H 5.79420 -3.09480 -0.77599
H 1.25366 -3.28452 -2.50675
H -1.63633 2.97697 2.98121
H -3.59295 2.77365 -0.62218
H -0.26572 0.01498 2.78594
H -3.67579 3.75127 1.64515
H 1.86414 -2.92995 -4.86113
H 3.59518 3.25636 0.72248
H 4.01503 4.93094 -1.33526
H 1.87920 5.33846 -0.57354
H 2.17385 -0.80027 4.70871
H 1.38037 5.19144 -2.25056
H -2.09291 0.72917 4.26756
H 4.67829 2.63433 -1.40547
H -0.99783 -9.07234 -0.39278
H 1.96933 3.56792 2.61338
H -4.34714 -0.35622 3.98847
H 0.99207 2.75781 -1.91395
H -1.93564 5.35223 2.39514
H -3.51820 5.04517 0.46436
H -1.05392 5.11632 0.88606
H 1.54261 1.12982 6.12744
H -1.65281 1.21352 -0.26486
H -2.50398 -1.74290 -4.52862
H 3.28504 2.48993 3.02516
H -2.60481 1.47261 1.18843
H 3.33892 1.56280 0.34289
H -3.30880 -8.34743 -0.01660
H -2.06926 3.58748 -0.94267
H -4.54076 2.44960 -2.88980
H 2.61237 3.03132 5.18139
H 0.40226 0.98536 4.80262
H 0.02180 3.71978 -0.80654
H 5.03948 -0.69865 -0.51919
H 2.64495 -0.27889 -0.06709
H 4.05694 -4.87915 -0.55870
H 3.14087 2.10394 -2.06070
H 3.45726 4.35111 -2.89021
*
```

<S²>: 1.05
Energy relative to the best compared isomer or geometry (same formula, charge and spin): 0.0000 eV
LUMO (alpha / beta): -0.618 / -0.604 eV
Frontier orbital gap (alpha / beta): 6.488 / 6.122 eV


(4)
Density functional theory data (ωB97M-V/def2-TZVPD) for a molecular structure, C46H51Br2HfN12.

ORCA input file:
```
! wB97M-V def2-TZVPD RIJCOSX def2/J DEFGRID3
* xyz 3 1
Hf -0.45424 0.28870 -0.63349
Br 1.69070 0.44161 -2.32362
Br -0.82300 2.78373 -2.95966
N -0.17843 -1.98903 -0.36407
N 0.74672 0.37306 1.30336
N 3.07748 -3.16600 2.75723
N 2.19604 -4.64859 1.47213
N 1.65064 1.20210 3.31807
N -2.08346 4.18639 1.00363
N 0.04616 4.15757 0.08675
N 0.31013 -4.05987 0.18159
N 3.04944 0.72183 1.56019
N 1.99527 -3.50993 2.17045
N -1.05796 2.14264 0.37141
N -3.50419 2.22582 -2.60575
C 3.47828 -0.24191 0.56853
C -0.49970 -0.56554 -3.82382
C 1.80418 0.74553 2.05377
C -2.69910 3.87643 2.28344
C -2.64976 2.54966 -3.54175
C -2.78246 -0.55402 2.28518
C -2.72374 5.24719 0.23160
C -4.45563 0.74099 1.09251
C 4.22188 -6.14650 1.12979
C -1.03722 3.47603 0.48457
C -0.99809 -3.86789 0.54478
C 0.77506 -2.92366 -0.37936
C -2.11931 1.34362 0.88529
C -1.16220 -0.49675 -2.57615
C 0.84089 -0.16852 -3.97485
C 4.04749 -4.09564 2.46617
C -5.20099 2.25395 -4.29299
C -0.36914 -0.17035 2.00877
C 5.53746 -6.20531 1.52666
C -4.13039 -0.26557 1.95859
C -1.30538 -2.61122 0.16740
C 3.48815 -5.06385 1.62051
C 1.15010 -5.16299 0.61064
C 1.54489 -0.18083 -5.13417
C 1.23916 3.52152 -0.44176
C 5.38695 -4.17975 2.86549
C -3.44287 1.54900 0.55377
C 4.11344 1.57912 2.07462
C 0.86604 -0.64278 -6.28498
C -1.15172 -1.02184 -4.99385
C 2.12275 -2.91699 -1.00882
C 2.53327 0.75711 4.39241
C -3.15620 -1.36640 -3.67806
C -2.50756 -1.42536 -4.87926
C -2.93449 2.75291 -4.87771
C -0.43694 -1.05170 -6.21643
C -0.14904 -1.20277 2.90052
C -1.19635 -1.87008 3.53725
C -1.72315 0.22077 1.70932
C -4.77842 2.07911 -2.98739
C -2.47877 -0.89709 -2.52675
C -4.26101 2.59749 -5.25364
C 0.17312 5.60215 0.29809
C 0.48763 1.96805 3.72768
C 6.11196 -5.24023 2.38269
C -2.49377 -1.57282 3.21224
H -4.90641 -0.86650 2.41454
H 1.22794 5.83669 0.41581
H -3.75093 3.60358 2.16903
H 6.15510 -7.02404 1.18373
H -1.58311 -4.63662 1.01457
H 4.26507 -0.87005 0.99268
H 3.79094 -6.90622 0.49258
H 3.19109 -0.02927 4.03248
H -3.05587 -0.84546 -1.59864
H 2.10574 3.91726 0.08982
H -0.20761 6.16833 -0.55145
H 3.87387 0.26109 -0.31440
H -6.24254 2.13252 -4.55127
H 4.78543 1.03056 2.73462
H -2.25601 -2.11546 0.25769
H 1.37473 3.72270 -1.50616
H -0.97250 -2.64805 4.25291
H 2.92624 -2.88261 -0.27364
H 1.21198 2.44901 -0.26000
H -3.78911 5.02166 0.14208
H -2.30605 5.28882 -0.77152
H -4.18914 -1.67830 -3.60412
H -2.16620 3.02471 -5.58565
H -0.01399 2.35789 2.84631
H 4.68948 1.94893 1.22704
H -2.62344 6.22511 0.70551
H -5.47960 1.80881 -2.20605
H -2.18214 3.05890 2.78025
H -2.64469 4.75449 2.93040
H -5.48985 0.94153 0.85022
H 3.12479 1.57370 4.80681
H 0.81937 2.80882 4.33871
H -0.93777 -1.40485 -7.10810
H 1.61839 -5.66204 -0.24016
H -0.35766 5.89661 1.19742
H 2.63626 -0.86508 0.30130
H -3.31656 -2.11265 3.66184
H 3.69077 2.42258 2.61161
H 2.57408 0.14302 -5.19508
H 1.39801 -0.66739 -7.22526
H 5.81715 -3.44929 3.53523
H 0.86988 -1.51173 3.08729
H -4.55421 2.74903 -6.28315
H 0.51547 -5.88065 1.13202
H -3.02126 -1.78424 -5.76170
H 1.91619 0.34016 5.19060
H 7.14772 -5.35670 2.66746
H -3.67958 2.37296 -0.10117
H 2.23701 -3.84099 -1.57809
H -0.21387 1.37191 4.31745
H 2.23677 -2.09549 -1.70326
*
```

Energy relative to the best compared isomer or geometry (same formula, charge and spin): 1.7411 eV
LUMO: -8.231 eV
Frontier orbital gap: 6.822 eV